(1)
Below is a cluster of 3 separate species, C4H13NO2 in total, with properties calculated with ωB97M-V/def2-TZVPD.

Properties
- F_max (hartree/bohr) = 0.02225
- E_tot (eV) = -9943.471
- relative energy (zero: lowest compared OMol25 entry of this formula, charge and spin) (eV) = 0.7255
- LUMO (eV) = 0.69
- SMILES string = C=C(C)NC.O.O
- HOMO level (eV) = -8.0
- frontier orbital gap (Ha) = 0.321

CARTESIAN COORDINATES (ANGSTROEM)
C1 -0.570016 1.670792 -0.927864
C2 -0.028737 0.456517 -1.096344
C3 1.175380 0.272760 -1.987166
N1 -0.633098 -0.687161 -0.563798
C4 0.145532 -1.868461 -0.221132
H1 -0.165205 2.576474 -1.329979
H2 -1.447760 1.781243 -0.289262
H3 1.572756 1.214367 -2.325563
H4 1.951316 -0.307787 -1.480816
H5 0.876563 -0.367528 -2.817318
H6 -1.183481 -0.411690 0.239573
H7 1.000998 -1.968072 -0.877446
H8 0.546737 -1.826339 0.797751
H9 -0.472731 -2.756213 -0.336750
O1 -1.674297 -0.715102 2.302059
H10 -1.027765 0.016525 2.398451
H11 -1.280559 -1.493974 2.720599
O2 0.365355 1.235531 2.272187
H12 -0.019520 2.099771 2.063177
H13 0.868538 1.078342 1.459639

Forces on atoms 1 to 6 (eV/Å):
-0.373 -0.126 0.907
0.293 0.091 -0.405
-0.396 -0.960 0.480
0.415 0.483 0.194
0.116 0.155 -0.114
0.250 0.106 -0.356

Atomic partial charges in e from the Löwdin method, atoms 1 to 8:
1. C 0.003
2. C -0.444
3. C -0.051
4. N -0.038
5. C -0.104
6. H 0.043
7. H 0.059
8. H 0.072

---

(2)
Below is a structure of composition C9H28NO7Y, with properties calculated with ωB97M-V/def2-TZVPD.

Properties
- <S²> = 0.7554
- F_max (hartree/bohr) = 0.11517
- 2S+1 = 2
- net charge = -1
- E_tot (eV) = -26650.239
- LUMO (alpha / beta) (eV) = 2.59 / 2.59
- HOMO level (alpha / beta) (eV) = -0.9 / -0.9
- frontier orbital gap (alpha / beta) (Ha) = 0.130 / 0.129

CARTESIAN COORDINATES (ANGSTROEM)
Y1 -1.181452 -0.115439 4.111710
C1 -0.347570 -1.523509 -1.058770
C2 0.494505 -0.264825 -1.432480
C3 1.073803 -0.111178 -2.881216
C4 0.015205 0.209567 -3.964954
C5 -0.758619 1.458495 -3.615879
C6 -1.354753 1.438770 -2.140965
N1 -0.321313 0.961252 -1.145575
O1 -0.509998 1.381326 0.226201
C7 -2.616192 0.538622 -2.188142
C8 -1.797399 2.941105 -1.892215
C9 1.787630 -0.326819 -0.552421
H1 -0.772831 -1.462420 -0.057012
H2 0.176413 -2.456344 -1.266987
H3 -1.205665 -1.623496 -1.723433
H4 1.545773 -1.037328 -3.209204
H5 1.848466 0.646515 -2.999080
H6 -0.598830 -0.690987 -3.957161
H7 0.451917 0.344536 -4.954479
H8 -1.546433 1.375853 -4.364626
H9 -0.216434 2.370571 -3.865400
H10 -2.458175 -0.353168 -2.794648
H11 -3.543583 1.077230 -2.382933
H12 -2.847793 0.185767 -1.183178
H13 -2.234249 3.223563 -2.850070
H14 -0.957701 3.595906 -1.659311
H15 -2.534832 3.154131 -1.118316
H16 1.610711 -0.686532 0.461191
H17 2.423288 0.555625 -0.479309
H18 2.525084 -1.078117 -0.834928
O2 0.718448 -0.691116 3.105107
H19 1.182141 -0.817129 2.254440
O3 -0.823626 1.857566 3.116855
H20 -1.303583 2.512228 3.660535
O4 -0.487326 -3.106916 2.538664
H21 -0.064495 -3.810641 3.030839
H22 0.197043 -2.446959 2.427609
O5 -0.196135 -1.701426 5.501874
H23 -0.354454 -2.080008 6.366659
H24 0.622151 -2.103317 5.210120
O6 1.818304 1.705443 2.192820
H25 2.686942 1.818920 2.578609
H26 1.624236 0.775228 2.307971
O7 2.791653 -1.941829 4.209877
H27 3.376290 -2.199911 3.497250
H28 2.063437 -1.498807 3.774363

Forces on atoms 1 to 6 (eV/Å):
0.743 2.003 -1.566
-0.269 0.222 -1.654
1.293 0.465 0.814
-0.908 -0.350 -1.185
0.927 -0.431 1.478
-0.539 -0.922 0.361

Atomic partial charges in e from the Löwdin method, atoms 1 to 8:
1. Y 0.792
2. C -0.018
3. C -0.427
4. C -0.135
5. C -0.206
6. C -0.158
7. C -0.423
8. N -0.055

---

(3)
Below is a cluster of 3 separate species, C6H16O2 in total, with properties calculated with ωB97M-V/def2-TZVPD.

Properties
- F_max (hartree/bohr) = 0.04881
- E_tot (eV) = -10574.951
- relative energy (zero: lowest compared OMol25 entry of this formula, charge and spin) (eV) = 1.5906
- LUMO (eV) = 0.70
- SMILES string = C=CCCCC.O.O
- HOMO level (eV) = -9.4
- frontier orbital gap (Ha) = 0.371

CARTESIAN COORDINATES (ANGSTROEM)
C1 -1.449612 -2.165939 -0.838139
C2 -1.778616 -0.934231 -0.500602
C3 -1.787746 0.265009 -1.361630
C4 -0.566444 1.235219 -1.087609
C5 -0.477524 1.772030 0.345374
C6 -1.237348 3.088337 0.389866
H1 -1.172544 -2.408871 -1.858376
H2 -1.480298 -2.987608 -0.121171
H3 -2.147888 -0.715424 0.506612
H4 -1.600338 -0.008170 -2.385614
H5 -2.702812 0.863322 -1.377061
H6 0.344747 0.868595 -1.555556
H7 -0.841330 2.034980 -1.802127
H8 0.549629 2.122901 0.536710
H9 -0.874178 1.017274 1.028931
H10 -1.460608 3.518744 1.375321
H11 -2.108330 3.230447 -0.253907
H12 -0.647631 3.942197 -0.047578
O1 0.699276 -2.977136 1.298886
H13 0.831591 -3.284393 0.385082
H14 0.642209 -3.670562 1.956530
O2 5.022929 0.095816 1.244466
H15 5.944064 0.193845 0.990258
H16 4.751842 -0.802238 1.007863

Forces on atoms 1 to 6 (eV/Å):
-0.071 -0.483 -0.058
-1.043 0.402 0.855
1.788 0.677 -0.516
-1.466 0.277 -1.108
0.162 0.977 -1.179
-0.016 2.504 -0.171

Atomic partial charges in e from the Löwdin method, atoms 1 to 8:
1. C -0.015
2. C -0.207
3. C -0.211
4. C -0.211
5. C -0.243
6. C -0.146
7. H 0.060
8. H 0.048

---

(4)
Below is a cluster of 6 separate species, C45H75I2N8O6 in total, with properties calculated with ωB97M-V/def2-TZVPD.

Properties
- F_max (hartree/bohr) = 0.05012
- net charge = +1
- E_tot (eV) = -88284.643
- LUMO (eV) = -2.81
- HOMO level (eV) = -10.2
- frontier orbital gap (Ha) = 0.272

CARTESIAN COORDINATES (ANGSTROEM)
C1 -2.223164 5.247910 -3.725234
C2 -1.436758 4.433830 -2.667955
C3 -1.816038 2.956471 -2.531400
N1 -2.216750 2.131719 -3.475272
C4 -2.387681 2.364322 -4.914301
C5 -3.826764 2.306060 -5.416479
C6 -4.898740 3.045205 -4.910186
C7 -6.161585 2.933898 -5.479610
C8 -6.426910 2.080851 -6.560001
C9 -5.363955 1.331029 -7.064134
C10 -5.508719 0.351983 -8.237068
C11 -4.097930 1.445226 -6.489666
C12 -2.445882 0.842831 -2.904780
C13 -2.895930 -0.369981 -3.683064
I1 -5.083757 -0.406703 -3.561090
C14 -2.282066 -1.742953 -3.158353
C15 -1.764943 -2.593576 -4.369074
I2 -3.869574 -2.954662 -2.266499
C16 -2.141636 1.019664 -1.586144
C17 -2.161960 -0.024594 -0.481872
C18 -0.795189 -0.230791 0.235379
N2 0.374646 -0.043024 -0.660579
C19 0.886467 -1.369865 -1.114559
C20 1.934460 -1.222081 -2.253071
C21 1.499486 0.524499 0.072826
C22 2.217833 1.748537 -0.517158
O1 1.881241 0.104169 1.132392
N3 -1.749823 2.340785 -1.335067
C23 -1.318082 2.912863 -0.066794
C24 -2.314090 2.707932 1.104802
C25 -3.783611 2.896586 0.727430
C26 -4.710285 2.060499 1.363187
C27 -6.087443 2.141380 1.150660
C28 -6.557695 3.101954 0.247921
C29 -5.638272 3.933978 -0.387825
C30 -4.263400 3.857918 -0.174565
H1 -3.274280 4.964289 -3.831643
H2 -2.194054 6.307545 -3.384935
H3 -1.660643 5.199024 -4.668601
H4 -0.343371 4.486347 -2.786122
H5 -1.666959 4.889966 -1.691877
H6 -1.849907 1.547669 -5.426516
H7 -1.911101 3.287612 -5.261269
H8 -4.767694 3.717423 -4.061306
H9 -6.999502 3.528627 -5.105400
H10 -7.429681 2.034547 -6.986554
H11 -4.701692 0.606497 -8.945121
H12 -5.355232 -0.686809 -7.912183
H13 -6.452687 0.500975 -8.777771
H14 -3.262338 0.845649 -6.875764
H15 -2.700115 -0.245146 -4.754896
H16 -1.511504 -1.575772 -2.404555
H17 -0.712612 -2.892543 -4.234783
H18 -2.329983 -3.532023 -4.460335
H19 -1.915615 -2.067356 -5.326556
H20 -2.575872 -0.983453 -0.814472
H21 -2.877815 0.332669 0.281551
H22 -0.666386 0.448699 1.094209
H23 -0.719406 -1.248020 0.666529
H24 1.401354 -1.895794 -0.286256
H25 0.039501 -1.998745 -1.423765
H26 2.943847 -1.033873 -1.851390
H27 1.686442 -0.390943 -2.927523
H28 1.983731 -2.197238 -2.762069
H29 1.860566 2.002884 -1.526168
H30 1.981347 2.622634 0.119259
H31 3.310069 1.635662 -0.463993
H32 -0.383758 2.395229 0.208685
H33 -1.064439 3.975269 -0.121070
H34 -2.209462 1.743355 1.617773
H35 -2.069026 3.475564 1.863030
H36 -4.342319 1.326338 2.090367
H37 -6.739313 1.469103 1.712536
H38 -7.632053 3.192463 0.083605
H39 -6.025400 4.698538 -1.068138
H40 -3.551012 4.527299 -0.667049
C31 5.349709 -1.674283 5.012477
C32 4.682193 -0.976191 3.854265
O2 5.312183 -0.320976 3.032843
N4 3.335665 -1.095083 3.741460
C33 2.428956 -1.822984 4.607779
H41 6.419861 -1.489907 4.971100
H42 4.966378 -1.288287 5.957812
H43 5.177719 -2.750318 4.955538
H44 2.953806 -0.603657 2.945932
H45 1.908696 -2.577134 4.014162
H46 1.693678 -1.123449 5.013956
H47 2.949976 -2.309358 5.422989
C34 -0.308728 8.227191 -0.203792
C35 -0.603439 8.527405 -1.652085
O3 -0.805076 7.638883 -2.476219
N5 -0.640764 9.824482 -2.028422
C36 -0.430413 11.005802 -1.208977
H48 -0.311472 7.150595 -0.054166
H49 0.673742 8.613147 0.069787
H50 -1.072695 8.669442 0.436798
H51 -0.842172 9.953601 -3.008395
H52 -1.325482 11.627631 -1.249490
H53 0.409500 11.571385 -1.613845
H54 -0.221809 10.748014 -0.176223
C37 1.761859 -5.710403 7.568432
C38 2.021548 -5.186357 6.177620
O4 3.040627 -4.573594 5.891324
N6 1.074132 -5.418245 5.230407
C39 -0.189212 -6.121217 5.378135
H55 2.599918 -5.450508 8.208845
H56 0.857136 -5.260321 7.978949
H57 1.659601 -6.797021 7.553301
H58 1.309820 -5.042745 4.325101
H59 -0.195550 -6.966204 4.687758
H60 -0.999910 -5.440117 5.113469
H61 -0.337974 -6.482947 6.389979
C40 10.185810 -0.654449 0.765247
C41 9.522909 0.047654 -0.394045
O5 10.156917 0.698815 -1.209218
N7 8.172610 -0.066313 -0.509036
C42 7.251538 -0.789738 0.352125
H62 11.256267 -0.473916 0.725374
H63 9.801907 -0.267929 1.710463
H64 10.011385 -1.729759 0.705759
H65 7.796619 0.426304 -1.303424
H66 6.730011 -1.540054 -0.247453
H67 6.521237 -0.088399 0.755216
H68 7.761533 -1.280350 1.173395
C43 1.356691 -11.835453 6.020380
C44 1.118230 -10.356515 6.192436
O6 0.140947 -9.917753 6.778870
N8 2.038680 -9.502583 5.667059
C45 3.254688 -9.823027 4.942040
H69 0.544313 -12.383751 6.488532
H70 1.385503 -12.092960 4.960628
H71 2.293391 -12.125326 6.498462
H72 1.814933 -8.531662 5.820203
H73 4.107748 -9.402626 5.477180
H74 3.206035 -9.370237 3.950091
H75 3.390964 -10.894280 4.838859

Forces on atoms 1 to 6 (eV/Å):
0.947 0.743 0.323
-0.895 -0.517 0.272
0.640 2.435 0.550
-0.492 -1.226 -0.217
-0.129 -0.174 -0.870
-0.504 -0.364 -0.401

Atomic partial charges in e from the Löwdin method, atoms 1 to 8:
1. C -0.071
2. C -0.114
3. C -0.167
4. N 0.079
5. C -0.054
6. C -0.239
7. C -0.077
8. C -0.075

---

(5)
Below is the molecule C2HBrCl4, with properties calculated with ωB97M-V/def2-TZVPD.

Properties
- F_max (hartree/bohr) = 0.06764
- E_tot (eV) = -122220.826
- relative energy (zero: lowest compared OMol25 entry of this formula, charge and spin) (eV) = 0.0276
- LUMO (eV) = 0.15
- SMILES string = ClC(Cl)C(Cl)(Cl)Br
- HOMO level (eV) = -10.5
- frontier orbital gap (Ha) = 0.390

CARTESIAN COORDINATES (ANGSTROEM)
Cl1 -2.068622 -0.051000 0.579388
C1 -0.548072 -0.782002 0.306572
Cl2 -0.458235 -2.055086 -0.998805
C2 0.496284 0.699215 -0.229406
Cl3 -0.555143 2.025900 -0.565178
Cl4 1.375960 1.065943 1.251960
Br1 1.751660 0.173938 -1.628539
H1 0.006168 -1.076907 1.284008

Forces on atoms 1 to 6 (eV/Å):
-0.893 -1.209 0.478
3.085 1.501 -0.573
-0.500 0.972 1.492
-0.765 -2.489 1.020
0.536 0.473 -0.976
0.321 0.041 0.140

The Löwdin scheme yields these atomic charges, measured in e:
1. Cl 0.581
2. C -1.132
3. Cl 0.482
4. C -1.678
5. Cl 0.544
6. Cl 0.535
7. Br 0.606
8. H 0.062

---

(6)
Below is a cluster of 2 separate species, C9H14BrN2 in total, with properties calculated with ωB97M-V/def2-TZVPD.

Properties
- F_max (hartree/bohr) = 0.07961
- net charge = +1
- E_tot (eV) = -82572.098
- relative energy (zero: lowest compared OMol25 entry of this formula, charge and spin) (eV) = 1.1251
- LUMO (eV) = -4.81
- HOMO level (eV) = -13.5
- frontier orbital gap (Ha) = 0.318

CARTESIAN COORDINATES (ANGSTROEM)
C1 -1.248884 0.587701 -1.827487
C2 -1.288218 0.787424 -0.495982
C3 -1.462928 -0.759791 -2.502489
C4 -1.893899 -1.804642 -1.476641
C5 -1.149533 -1.576904 -0.148822
C6 1.539562 2.139449 0.989395
C7 2.429030 1.153316 1.740981
C8 1.311460 0.656543 0.848545
C9 -1.471544 -0.282471 0.473300
N1 -1.146435 -0.869330 -3.726473
N2 0.306376 -0.084439 1.544439
Br1 -2.858856 -0.155203 1.623785
H1 -1.045782 1.259464 -2.573738
H2 -1.197225 1.834065 -0.277885
H3 -2.916708 -1.601815 -1.255399
H4 -1.590205 -2.701127 -1.946776
H5 -1.266686 -2.468798 0.642132
H6 -0.033251 -1.545874 -0.600551
H7 0.764522 2.610052 1.549236
H8 1.934557 2.758634 0.093792
H9 3.499078 1.203851 1.553621
H10 2.314646 1.172772 2.744300
H11 1.458731 0.122901 -0.045008
H12 -1.235329 -1.807872 -4.156785
H13 0.376563 -1.078553 1.561615
H14 0.144174 0.280702 2.467596

Forces on atoms 1 to 6 (eV/Å):
-0.560 -3.426 0.609
-0.058 1.086 -1.679
0.690 0.706 1.433
0.404 1.546 -0.246
2.778 -3.007 0.060
0.233 -0.009 -1.269

Atomic partial charges in e from the Löwdin method, atoms 1 to 8:
1. C 0.043
2. C -0.134
3. C -0.342
4. C -0.109
5. C -0.234
6. C -0.065
7. C -0.057
8. C -0.320

---

(7)
Below is the molecule C6H12O3, with properties calculated with ωB97M-V/def2-TZVPD.

Properties
- F_max (hartree/bohr) = 0.14407
- E_tot (eV) = -12554.607
- relative energy (zero: lowest compared OMol25 entry of this formula, charge and spin) (eV) = 5.2416
- LUMO (eV) = 0.15
- SMILES string = C=C(O)CC(O)(O)CC
- HOMO level (eV) = -8.3
- frontier orbital gap (Ha) = 0.309

CARTESIAN COORDINATES (ANGSTROEM)
C1 2.262195 0.918708 0.778532
C2 2.069288 -0.300304 0.139324
O1 2.662594 -0.414137 -1.068452
C3 0.550712 -0.955156 0.166821
C4 -0.258822 0.028487 -0.663353
O2 0.050303 1.237456 -0.203096
O3 0.000139 -0.240566 -2.019020
C5 -1.840954 -0.491729 -0.235217
C6 -2.259438 -0.012450 1.138561
H1 1.967723 1.015357 1.812447
H2 3.297651 1.225442 0.849567
H3 2.023304 -0.732317 -1.723971
H4 0.542628 -1.945799 -0.276099
H5 0.277517 -0.941493 1.213571
H6 0.545276 2.287741 -0.421773
H7 -0.383286 0.470816 -2.547024
H8 -1.991520 -1.559940 -0.380700
H9 -2.414643 0.022994 -1.011258
H10 -1.893524 -0.676551 1.919037
H11 -3.344484 0.079249 1.200452
H12 -1.862661 0.984192 1.331650

Forces on atoms 1 to 6 (eV/Å):
2.290 -3.245 1.961
-3.536 2.158 -0.619
0.886 -0.891 -0.421
4.255 0.929 0.047
-1.736 -3.226 0.957
-0.292 7.393 0.368

Atomic partial charges in e from the Löwdin method, atoms 1 to 8:
1. C 0.009
2. C -0.299
3. O 0.015
4. C -0.032
5. C -0.637
6. O -0.092
7. O 0.019
8. C -0.130

---

(8)
Below is the ion C2H10N2P with charge +1, with properties calculated with ωB97M-V/def2-TZVPD.

Properties
- F_max (hartree/bohr) = 0.13067
- net charge = +1
- E_tot (eV) = -14497.708
- relative energy (zero: lowest compared OMol25 entry of this formula, charge and spin) (eV) = 1.6666
- LUMO (eV) = -3.63
- SMILES string = CP(C)(=N)[NH3+]
- HOMO level (eV) = -14.4
- frontier orbital gap (Ha) = 0.395

CARTESIAN COORDINATES (ANGSTROEM)
C1 0.661969 0.430710 -1.470486
P1 0.223196 -0.367246 0.023865
C2 0.793552 0.790183 1.360357
N1 0.522806 -1.840988 -0.078738
N2 -1.703547 -0.139957 -0.048643
H1 0.032710 -0.176499 -2.187270
H2 1.716544 0.041027 -1.590214
H3 0.730246 1.496994 -1.358082
H4 0.070100 1.433919 1.953057
H5 1.638338 1.473527 0.999778
H6 1.117031 0.204530 2.158776
H7 0.432498 -2.633566 0.567310
H8 -1.843335 -0.584042 -0.939976
H9 -2.316356 -0.838475 0.560016
H10 -2.075752 0.709882 0.050251

Forces on atoms 1 to 6 (eV/Å):
0.719 -2.241 -0.473
0.806 0.960 1.768
-0.812 1.745 -0.398
-0.311 -1.047 0.616
0.526 -6.495 1.640
0.761 1.623 -0.125

Atomic partial charges in e from the Löwdin method, atoms 1 to 8:
1. C -0.190
2. P 0.607
3. C -0.169
4. N -0.154
5. N 0.094
6. H 0.084
7. H 0.099
8. H 0.058